{
  "formula": "C25H30IrN3O2S4Si2",
  "method": "ωB97M-V/def2-TZVPD",
  "species": ["Ir", "C", "Si", "C", "C", "C", "C", "C", "C", "C", "C", "N", "Si", "C", "C", "C", "H", "H", "H", "H", "H", "H", "H", "H", "H", "H", "H", "H", "H", "H", "H", "H", "H", "H", "H", "H", "H", "H", "S", "C", "C", "C", "C", "C", "N", "H", "H", "H", "H", "O", "S", "O", "N", "C", "S", "C", "C", "C", "C", "C", "C", "H", "H", "H", "H", "S", "C"],
  "xyz": [[-0.23260, 0.12064, 0.75911], [3.17515, 0.17049, -1.52899], [3.30428, -1.51211, -0.68503], [4.26196, -2.62433, -1.86490], [4.28646, -1.22924, 0.89119], [0.40722, -2.16249, -0.83284], [0.31149, -1.08266, -1.84881], [0.30197, -1.32638, -3.22636], [0.19061, -0.27028, -4.11091], [0.10312, 1.02930, -3.61538], [0.12156, 1.20713, -2.24925], [0.22063, 0.17786, -1.40018], [-0.93164, -3.48326, -0.67147], [-2.47480, -2.94192, -1.61538], [-0.43284, -5.10549, -1.48873], [-1.51860, -3.78704, 1.08345], [4.18866, 0.54134, -1.70025], [2.65827, 0.88864, -0.89051], [2.66689, 0.13606, -2.49310], [5.23758, -2.19363, -2.10056], [3.71713, -2.75869, -2.80184], [4.40684, -3.60557, -1.41334], [5.33560, -1.48705, 0.73075], [3.90425, -1.84474, 1.70246], [4.23369, -0.18306, 1.19655], [0.38534, -2.34865, -3.57058], [0.17253, -0.45134, -5.17809], [0.02224, 1.88503, -4.27037], [0.06243, 2.19146, -1.79921], [-2.28680, -2.60420, -2.63570], [-2.98300, -2.14972, -1.07109], [-3.16563, -3.78646, -1.66106], [-0.30418, -4.97807, -2.56643], [-1.21393, -5.85327, -1.33371], [0.49853, -5.48079, -1.07227], [-1.67639, -2.84244, 1.60832], [-0.79047, -4.36312, 1.65093], [-2.46796, -4.33059, 1.06678], [-0.59597, 2.31311, 1.40306], [-1.92825, 2.22939, 0.31055], [-2.72956, 3.28590, -0.14548], [-3.67223, 3.02411, -1.11169], [-3.80692, 1.72486, -1.61321], [-2.99750, 0.73478, -1.10116], [-2.09556, 0.96330, -0.13908], [-2.57608, 4.27772, 0.25545], [-4.30014, 3.82192, -1.48934], [-4.52228, 1.48783, -2.38741], [-3.07092, -0.27922, -1.46279], [1.94869, 2.65384, 5.75288], [1.02877, 1.55273, 5.66730], [-0.20672, 1.64603, 6.39490], [0.73934, 1.17342, 4.08788], [1.23286, 0.01274, 3.78673], [1.21111, -0.79406, 2.28058], [1.91266, -0.71572, 4.91030], [2.51389, -1.96652, 4.90761], [3.05967, -2.42373, 6.09993], [3.00151, -1.65424, 7.26073], [2.39657, -0.40222, 7.25846], [1.86433, 0.03859, 6.06571], [2.54317, -2.56235, 4.00372], [3.53486, -3.39586, 6.12843], [3.43076, -2.03822, 8.17734], [2.34259, 0.20295, 8.15278], [2.03132, -3.79058, 0.63549], [1.67641, -2.43756, -0.33258]],
  "forces_ev_per_a": [[-0.5, -0.6, -0.1], [0.0, 0.0, 0.0], [0.1, 0.0, 0.0], [-0.1, 0.0, 0.1], [0.0, 0.0, 0.0], [-0.4, 0.4, 0.2], [-0.1, 0.1, -0.2], [0.0, 0.1, 0.0], [0.0, 0.0, 0.1], [0.0, -0.1, -0.1], [0.1, -0.2, 0.1], [-0.1, 0.0, -0.2], [0.1, 0.0, 0.0], [0.0, 0.0, 0.0], [0.0, 0.1, 0.0], [0.0, 0.0, 0.0], [0.1, 0.0, 0.0], [0.0, 0.0, 0.0], [0.0, 0.0, -0.1], [0.0, 0.0, 0.0], [0.0, 0.0, 0.0], [0.0, 0.0, 0.0], [0.1, 0.0, 0.0], [0.0, 0.0, 0.0], [0.0, 0.0, 0.0], [0.0, 0.0, 0.0], [0.0, 0.0, 0.0], [0.0, 0.0, 0.0], [0.0, 0.0, 0.1], [0.0, 0.0, 0.0], [-0.1, 0.1, 0.1], [0.0, -0.1, 0.0], [0.0, 0.0, 0.0], [0.0, 0.0, 0.0], [0.0, 0.0, 0.0], [0.0, 0.0, 0.0], [0.0, 0.0, 0.0], [0.0, 0.0, 0.0], [-0.1, -0.3, 0.2], [0.0, 0.0, 0.0], [0.0, -0.1, 0.0], [0.0, -0.1, 0.0], [0.0, 0.1, 0.0], [0.0, -0.1, 0.2], [0.4, 0.4, -0.1], [0.0, 0.0, 0.0], [0.0, 0.0, 0.0], [0.0, 0.0, 0.0], [0.1, 0.0, 0.0], [0.0, 0.0, 0.0], [0.0, 0.0, -0.1], [0.0, 0.0, 0.0], [0.1, 0.0, 0.0], [0.0, 0.0, -0.1], [-0.1, 0.3, 0.0], [0.0, 0.0, 0.0], [0.0, 0.1, 0.0], [0.0, 0.0, 0.0], [0.0, 0.0, 0.0], [0.0, 0.0, 0.0], [0.0, -0.1, -0.1], [0.0, 0.0, 0.0], [0.0, 0.0, 0.0], [0.0, 0.0, 0.0], [0.0, 0.0, 0.0], [0.0, 0.0, 0.0], [0.2, -0.1, 0.3]],
  "spin_multiplicity": 2,
  "largest_force_ev_per_a": 0.76,
  "energy_ha": -3561.60603,
  "e_above_lowest_kcal_mol": 0.0,
  "total_charge": -1,
  "e_lumo_ev": [2.32, 2.31],
  "homo_lumo_gap_ev": [6.667, 6.799],
  "e_homo_ha": [-0.160, -0.165],
  "s_squared": 0.756
}

{
  "formula": "C25H30MnNO3S6Sb",
  "method": "ωB97M-V/def2-TZVPD",
  "species": ["Mn", "S", "C", "C", "C", "C", "C", "C", "S", "C", "C", "C", "C", "C", "C", "C", "S", "C", "C", "C", "C", "C", "C", "S", "N", "H", "H", "H", "H", "H", "H", "H", "H", "H", "H", "H", "H", "H", "H", "H", "C", "C", "Sb", "C", "C", "C", "C", "H", "H", "H", "H", "H", "H", "H", "H", "H", "H", "H", "H", "H", "H", "H", "O", "S", "O", "O", "S"],
  "xyz": [[-1.00166, -1.24203, -0.20860], [0.94813, -1.57110, 1.22596], [0.57734, -0.78299, 2.78229], [1.55441, -0.53142, 3.73638], [1.18122, -0.05930, 4.98479], [-0.16063, 0.12154, 5.29544], [-1.14113, -0.19144, 4.36631], [-0.76503, -0.63662, 3.10603], [-1.97637, -1.20985, 1.94558], [-2.96695, 0.29122, 1.70835], [-3.63555, 0.12970, 0.37848], [-4.93433, 0.54719, 0.15867], [-5.50042, 0.35400, -1.09010], [-4.75067, -0.25929, -2.07957], [-3.45998, -0.65854, -1.79395], [-2.60364, -1.33295, -2.82191], [-0.88394, -0.81991, -2.57572], [-1.08568, 0.94762, -2.66490], [-1.45600, 1.54350, -3.86309], [-1.56596, 2.92379, -3.92524], [-1.28649, 3.69350, -2.80259], [-0.89539, 3.09399, -1.61354], [-0.79033, 1.70848, -1.54066], [-0.20935, 0.92134, -0.07069], [-2.90895, -0.45554, -0.58737], [2.59921, -0.71078, 3.51606], [1.94070, 0.15061, 5.72625], [-0.44627, 0.47092, 6.27830], [-2.18861, -0.11311, 4.63038], [-2.29736, 1.15092, 1.71714], [-3.69354, 0.37062, 2.51341], [-5.49226, 1.00976, 0.96149], [-6.51553, 0.67195, -1.28777], [-5.15987, -0.43538, -3.06572], [-2.90088, -1.07440, -3.83537], [-2.61628, -2.41806, -2.70774], [-1.65210, 0.93917, -4.74177], [-1.86179, 3.39840, -4.85109], [-1.37147, 4.77107, -2.85308], [-0.67767, 3.69663, -0.73986], [4.34406, -2.65394, 0.17256], [4.34187, -1.27048, 0.81884], [2.66675, -0.12614, 0.18307], [2.96476, 1.90549, 0.75322], [2.48310, 2.31033, 2.13869], [2.65054, -0.29376, -1.93026], [3.98585, 0.21491, -2.47525], [5.19330, -3.22827, 0.54161], [4.43610, -2.59506, -0.91310], [3.43889, -3.21582, 0.40873], [5.22606, -0.68519, 0.55604], [4.30175, -1.32815, 1.90706], [2.46265, 2.46448, -0.03503], [4.04410, 2.04172, 0.64658], [1.41633, 2.13023, 2.26627], [2.66223, 3.37870, 2.26826], [3.02324, 1.79164, 2.92841], [1.80755, 0.29914, -2.28336], [2.48028, -1.34102, -2.17210], [4.15285, 1.26689, -2.23704], [3.98757, 0.12147, -3.56123], [4.83097, -0.36384, -2.09853], [-1.41080, -5.22670, -0.80060], [-1.08005, -4.02822, -0.12142], [-0.71339, -4.05694, 1.26708], [-2.07552, -2.89908, -0.37529], [0.43004, -3.01558, -1.16419]],
  "forces_ev_per_a": [[-0.5, 0.5, 0.0], [0.1, -0.1, 0.0], [-0.1, -0.1, 0.0], [0.0, 0.0, 0.0], [0.0, 0.0, 0.0], [0.0, 0.0, 0.0], [0.0, 0.0, 0.0], [0.0, 0.0, 0.0], [0.1, 0.0, 0.1], [0.0, 0.0, -0.1], [0.0, 0.0, 0.0], [0.0, 0.0, 0.0], [0.0, 0.0, 0.0], [-0.1, 0.0, 0.0], [0.0, 0.0, 0.0], [0.0, 0.0, 0.1], [0.1, 0.1, 0.0], [0.0, 0.0, 0.0], [0.0, 0.0, 0.0], [0.0, 0.0, 0.0], [0.0, 0.0, 0.0], [0.0, 0.0, 0.0], [0.0, 0.0, 0.0], [0.0, 0.0, 0.0], [0.2, -0.1, 0.0], [0.0, 0.0, 0.0], [0.0, 0.0, 0.0], [0.0, 0.0, 0.0], [0.0, 0.0, 0.0], [0.0, 0.0, 0.0], [0.0, 0.0, 0.0], [0.0, 0.0, 0.0], [0.0, 0.0, 0.0], [0.0, 0.0, 0.0], [0.0, 0.0, 0.0], [0.0, 0.0, 0.0], [0.0, 0.0, 0.0], [0.0, 0.0, 0.0], [0.0, 0.0, 0.0], [0.0, 0.0, 0.0], [0.0, 0.0, 0.0], [0.0, 0.0, 0.0], [0.0, 0.0, 0.0], [0.0, 0.0, 0.0], [0.0, 0.1, 0.0], [0.0, 0.1, 0.0], [0.0, 0.0, 0.0], [0.0, 0.0, 0.0], [0.0, 0.0, 0.0], [0.0, 0.0, 0.0], [0.0, 0.0, 0.0], [0.0, 0.0, 0.0], [0.0, 0.0, 0.0], [0.0, 0.0, 0.0], [0.0, 0.0, 0.0], [0.0, 0.0, 0.0], [0.0, 0.0, 0.0], [0.0, 0.0, 0.0], [0.0, 0.0, 0.0], [0.0, 0.0, 0.0], [0.0, 0.0, 0.0], [0.0, 0.0, 0.0], [0.0, 0.1, -0.1], [0.1, -0.2, 0.3], [0.0, 0.0, -0.1], [0.1, 0.1, 0.1], [0.1, -0.2, -0.2]],
  "spin_multiplicity": 2,
  "largest_force_ev_per_a": 0.72,
  "energy_ha": -5030.94976,
  "e_above_lowest_kcal_mol": 5.4,
  "total_charge": 2,
  "e_lumo_ev": [-8.11, -6.67],
  "homo_lumo_gap_ev": [5.886, 7.377],
  "e_homo_ha": [-0.514, -0.516],
  "s_squared": 1.229
}